16
Properties=species:S:1:pos:R:3:nbo_charge:R:1 method="wB97M-V/def2-TZVPD" homo_ev=-9.48 smiles="C[C@H](O)[C@@H](N)C=O" e_lumo_ev=0.76 e_above_lowest_kcal_mol=37.6
O 2.872 -0.949 0.189 -0.52
C 1.950 -0.468 -0.415 0.43
C 0.703 0.041 0.298 -0.18
C -0.430 0.261 -0.693 0.09
C -1.537 1.162 -0.207 -0.64
O -0.916 -1.025 -1.096 -0.72
N 0.253 -0.771 1.413 -0.84
H 1.999 -0.354 -1.513 0.11
H 0.990 0.990 0.744 0.22
H 0.021 0.628 -1.610 0.18
H -1.252 1.927 0.513 0.22
H -2.320 0.571 0.274 0.22
H -2.011 1.655 -1.054 0.22
H -1.457 -1.364 -0.365 0.47
H 0.392 -1.761 1.255 0.37
H 0.743 -0.544 2.266 0.37